1.
An isolated molecule of C5H12N2 in a non-equilibrium geometry. Source: the OMol25 dataset; level of theory: wB97M-V/def2-TZVPD.

Values from the calculation:
DFT total energy = -8358.0387 eV
SMILES = [H]/N=C/NCCCC
Gap between HOMO and LUMO = 9.43 eV

Cartesian coordinates (Å):
H 2.930 -1.711 1.267
N 2.814 -1.065 0.491
C 1.984 -0.131 0.759
N 0.952 0.334 -0.024
C -0.097 1.141 0.587
C -1.331 1.239 -0.284
C -1.728 -0.058 -1.092
C -2.068 -1.406 -0.456
H 1.914 0.121 1.843
H 1.206 0.335 -0.999
H 0.421 2.124 0.683
H -0.411 0.838 1.592
H -2.145 1.523 0.399
H -1.234 2.093 -0.963
H -2.656 0.168 -1.648
H -1.022 -0.039 -1.919
H -1.448 -2.320 -0.771
H -1.776 -1.407 0.599
H -3.123 -1.731 -0.443

Atom charges from the Mulliken analysis, given in e for atoms 1 to 5: atom 1 (H): 0.25, atom 2 (N): -0.72, atom 3 (C): 0.05, atom 4 (N): -0.23, atom 5 (C): -0.55



2.
A structure of composition C38H27BrF4MnN7O3 in a non-equilibrium geometry. Source: the OMol25 dataset; level of theory: wB97M-V/def2-TZVPD.

Values from the calculation:
Net charge = +2
<S²> = 6.28
DFT total energy = -168626.0312 eV
Multiplicity = 5
Gap between HOMO and LUMO (alpha / beta) = 5.38 / 5.67 eV

Cartesian coordinates (Å):
Mn -0.176 0.510 0.436
C 5.326 1.252 5.830
C 5.187 0.066 4.857
C 5.155 -1.243 5.672
C 6.415 0.025 3.946
C 3.892 0.214 4.095
C 3.863 0.373 2.702
C 2.650 0.501 2.085
Br 2.408 0.679 0.151
C 1.411 0.493 2.774
O 0.344 0.640 2.062
C 1.434 0.307 4.187
C 2.672 0.185 4.785
C 0.114 0.212 4.935
C 0.310 0.004 6.439
C -0.684 -0.987 4.394
C -0.689 1.502 4.715
H 6.256 1.156 6.384
H 4.506 1.281 6.541
H 5.343 2.191 5.282
H 6.102 -1.370 6.189
H 5.005 -2.096 5.014
H 4.367 -1.235 6.419
H 7.313 -0.104 4.547
H 6.528 0.956 3.393
H 6.360 -0.812 3.254
H 4.768 0.385 2.118
H 2.708 0.044 5.852
H 0.838 -0.925 6.639
H -0.663 -0.060 6.922
H 0.847 0.836 6.885
H -0.114 -1.906 4.503
H -0.945 -0.856 3.344
H -1.604 -1.088 4.962
H -0.128 2.364 5.065
H -1.621 1.450 5.271
H -0.929 1.651 3.662
O -5.513 -3.035 -1.248
N -5.650 -1.844 -1.367
O -6.465 -1.268 -2.028
C -4.668 -0.990 -0.649
C -4.841 0.336 -0.755
C -3.962 1.355 -0.214
C -4.448 2.588 0.249
C -3.572 3.531 0.756
C -2.212 3.249 0.820
N -1.737 2.086 0.387
C -2.581 1.190 -0.138
C -2.299 -1.199 0.094
N -1.283 -1.731 0.772
C -1.488 -2.876 1.415
C -2.741 -3.470 1.446
C -3.815 -2.857 0.819
C -3.605 -1.684 0.078
H -5.717 0.680 -1.301
H -5.511 2.775 0.222
H -3.939 4.484 1.101
H -1.500 3.950 1.235
H -0.639 -3.315 1.919
H -2.884 -4.398 1.975
H -4.802 -3.284 0.908
F -3.067 -0.989 -2.807
C -2.251 -1.989 -3.187
C -2.800 -3.166 -3.659
F -4.122 -3.266 -3.725
C -1.979 -4.247 -4.067
C -0.584 -4.005 -4.058
C -0.051 -2.824 -3.565
F 1.268 -2.718 -3.476
C -0.872 -1.794 -3.067
C -0.279 -0.648 -2.375
C -0.739 0.082 -1.326
N -1.872 0.009 -0.532
C 1.013 -0.238 -2.826
N 2.026 0.153 -3.186
F 0.251 -4.961 -4.435
C -2.517 -5.522 -4.406
C -3.755 -5.966 -3.920
N -4.722 -6.370 -3.450
C -1.813 -6.467 -5.165
N -1.280 -7.235 -5.832

Atom charges from the Mulliken analysis, given in e for atoms 1 to 5: atom 1 (Mn): 0.24, atom 2 (C): -1.57, atom 3 (C): 1.81, atom 4 (C): -1.57, atom 5 (C): -2.11



3.
The ion C5H10N3O with charge +1 in a non-equilibrium geometry. Source: the OMol25 dataset; level of theory: wB97M-V/def2-TZVPD.

Values from the calculation:
Net charge = +1
DFT total energy = -11855.9793 eV
SMILES = CCCOn1cn[nH+]c1
Gap between HOMO and LUMO = 11.77 eV

Cartesian coordinates (Å):
C -1.286 -2.034 -0.432
C -0.100 -2.190 0.510
C 0.583 -0.888 0.805
O 0.921 -0.206 -0.450
N 0.724 1.146 -0.358
C 1.589 2.113 0.083
N 1.000 3.263 -0.002
N -0.210 3.017 -0.487
C -0.406 1.722 -0.720
H -1.964 -1.250 -0.103
H -0.953 -1.817 -1.441
H -1.830 -2.966 -0.454
H 0.595 -2.932 0.148
H -0.486 -2.535 1.463
H 1.499 -1.013 1.373
H -0.084 -0.276 1.405
H 2.582 1.925 0.430
H -0.913 3.719 -0.669
H -1.261 1.203 -1.100

Atom charges from the Mulliken analysis, given in e for atoms 1 to 5: atom 1 (C): -1.06, atom 2 (C): -0.40, atom 3 (C): -0.46, atom 4 (O): -0.34, atom 5 (N): 0.20



4.
A cluster of 2 separate species, C2H4O2S in total in a non-equilibrium geometry. Source: the OMol25 dataset; level of theory: wB97M-V/def2-TZVPD.

Values from the calculation:
DFT total energy = -17063.3722 eV
Gap between HOMO and LUMO (alpha / beta) = 7.53 / 7.11 eV

Cartesian coordinates (Å):
C -0.181 0.995 -0.649
C -0.497 -1.406 -0.328
O 1.729 2.755 1.957
O -0.823 -0.040 -0.189
S 0.329 2.437 1.607
H 0.696 0.542 -1.330
H -1.323 -2.014 -0.572
H -0.139 -1.768 0.588
H 0.209 -1.499 -1.084

Atom charges from the Mulliken analysis, given in e for atoms 1 to 5: atom 1 (C): -0.12, atom 2 (C): -0.62, atom 3 (O): -0.34, atom 4 (O): -0.18, atom 5 (S): 0.29



5.
A structure of composition C31H28AsOPPtS4Sb in a non-equilibrium geometry. Source: the OMol25 dataset; level of theory: wB97M-V/def2-TZVPD.

Values from the calculation:
Net charge = +1
DFT total energy = -157893.6126 eV
Gap between HOMO and LUMO (alpha / beta) = 3.78 / 3.69 eV

Cartesian coordinates (Å):
Pt -0.434 1.707 -1.583
S -3.648 4.725 -3.017
Sb -1.343 4.511 -3.178
S -0.878 2.228 -3.885
S -0.392 4.113 -0.987
S -0.302 6.163 -4.430
O 1.180 0.799 -0.132
As 2.273 -0.428 -0.231
C 1.465 -2.063 0.436
C 0.323 -1.973 1.216
C -0.251 -3.118 1.739
C 0.326 -4.352 1.487
C 1.478 -4.440 0.722
C 2.052 -3.298 0.193
C 3.736 -0.065 1.003
C 3.350 0.535 2.197
C 4.282 0.763 3.193
C 5.601 0.384 3.001
C 5.984 -0.220 1.816
C 5.055 -0.449 0.815
C 2.754 -0.798 -2.078
C 1.851 -0.425 -3.065
C 2.085 -0.753 -4.389
C 3.233 -1.453 -4.726
C 4.140 -1.821 -3.747
C 3.898 -1.506 -2.421
H -0.098 -0.991 1.400
H -1.136 -3.039 2.353
H -0.115 -5.247 1.899
H 1.939 -5.397 0.526
H 2.951 -3.366 -0.405
H 2.311 0.824 2.326
H 3.982 1.225 4.122
H 6.336 0.568 3.768
H 7.009 -0.521 1.665
H 5.377 -0.921 -0.101
H 0.939 0.125 -2.781
H 1.377 -0.478 -5.157
H 3.422 -1.723 -5.754
H 5.035 -2.366 -4.009
H 4.593 -1.828 -1.657
C -2.417 -0.918 -1.046
P -2.315 0.797 -0.414
C -2.000 0.678 1.370
C -2.739 -0.193 2.168
C -2.488 -0.253 3.526
C -1.498 0.539 4.092
C -0.760 1.401 3.298
C -1.019 1.482 1.941
C -4.008 1.443 -0.484
C -4.810 1.205 -1.599
C -6.125 1.633 -1.605
C -6.638 2.328 -0.521
C -5.833 2.597 0.574
C -4.519 2.167 0.593
H -3.216 -1.484 -0.570
H -1.457 -1.404 -0.863
H -2.589 -0.877 -2.122
H -3.525 -0.795 1.732
H -3.067 -0.923 4.144
H -1.309 0.496 5.154
H 0.010 2.016 3.738
H -0.456 2.162 1.315
H -4.408 0.684 -2.456
H -6.759 1.419 -2.451
H -7.665 2.660 -0.529
H -6.233 3.133 1.421
H -3.897 2.379 1.450

Atom charges from the Mulliken analysis, given in e for atoms 1 to 5: atom 1 (Pt): 1.94, atom 2 (S): -0.50, atom 3 (Sb): 0.75, atom 4 (S): -0.34, atom 5 (S): -0.24



Please write out number 5 again, unchanged.
A structure of composition C31H28AsOPPtS4Sb in a non-equilibrium geometry. Source: the OMol25 dataset; level of theory: wB97M-V/def2-TZVPD.

Values from the calculation:
Net charge = +1
DFT total energy = -157893.6126 eV
Gap between HOMO and LUMO (alpha / beta) = 3.78 / 3.69 eV

Cartesian coordinates (Å):
Pt -0.434 1.707 -1.583
S -3.648 4.725 -3.017
Sb -1.343 4.511 -3.178
S -0.878 2.228 -3.885
S -0.392 4.113 -0.987
S -0.302 6.163 -4.430
O 1.180 0.799 -0.132
As 2.273 -0.428 -0.231
C 1.465 -2.063 0.436
C 0.323 -1.973 1.216
C -0.251 -3.118 1.739
C 0.326 -4.352 1.487
C 1.478 -4.440 0.722
C 2.052 -3.298 0.193
C 3.736 -0.065 1.003
C 3.350 0.535 2.197
C 4.282 0.763 3.193
C 5.601 0.384 3.001
C 5.984 -0.220 1.816
C 5.055 -0.449 0.815
C 2.754 -0.798 -2.078
C 1.851 -0.425 -3.065
C 2.085 -0.753 -4.389
C 3.233 -1.453 -4.726
C 4.140 -1.821 -3.747
C 3.898 -1.506 -2.421
H -0.098 -0.991 1.400
H -1.136 -3.039 2.353
H -0.115 -5.247 1.899
H 1.939 -5.397 0.526
H 2.951 -3.366 -0.405
H 2.311 0.824 2.326
H 3.982 1.225 4.122
H 6.336 0.568 3.768
H 7.009 -0.521 1.665
H 5.377 -0.921 -0.101
H 0.939 0.125 -2.781
H 1.377 -0.478 -5.157
H 3.422 -1.723 -5.754
H 5.035 -2.366 -4.009
H 4.593 -1.828 -1.657
C -2.417 -0.918 -1.046
P -2.315 0.797 -0.414
C -2.000 0.678 1.370
C -2.739 -0.193 2.168
C -2.488 -0.253 3.526
C -1.498 0.539 4.092
C -0.760 1.401 3.298
C -1.019 1.482 1.941
C -4.008 1.443 -0.484
C -4.810 1.205 -1.599
C -6.125 1.633 -1.605
C -6.638 2.328 -0.521
C -5.833 2.597 0.574
C -4.519 2.167 0.593
H -3.216 -1.484 -0.570
H -1.457 -1.404 -0.863
H -2.589 -0.877 -2.122
H -3.525 -0.795 1.732
H -3.067 -0.923 4.144
H -1.309 0.496 5.154
H 0.010 2.016 3.738
H -0.456 2.162 1.315
H -4.408 0.684 -2.456
H -6.759 1.419 -2.451
H -7.665 2.660 -0.529
H -6.233 3.133 1.421
H -3.897 2.379 1.450

Atom charges from the Mulliken analysis, given in e for atoms 1 to 5: atom 1 (Pt): 1.94, atom 2 (S): -0.50, atom 3 (Sb): 0.75, atom 4 (S): -0.34, atom 5 (S): -0.24



Look up the DFT total energy of the third one. -11855.9793 eV



Repeat the third record exactly.
The ion C5H10N3O with charge +1 in a non-equilibrium geometry. Source: the OMol25 dataset; level of theory: wB97M-V/def2-TZVPD.

Values from the calculation:
Net charge = +1
DFT total energy = -11855.9793 eV
SMILES = CCCOn1cn[nH+]c1
Gap between HOMO and LUMO = 11.77 eV

Cartesian coordinates (Å):
C -1.286 -2.034 -0.432
C -0.100 -2.190 0.510
C 0.583 -0.888 0.805
O 0.921 -0.206 -0.450
N 0.724 1.146 -0.358
C 1.589 2.113 0.083
N 1.000 3.263 -0.002
N -0.210 3.017 -0.487
C -0.406 1.722 -0.720
H -1.964 -1.250 -0.103
H -0.953 -1.817 -1.441
H -1.830 -2.966 -0.454
H 0.595 -2.932 0.148
H -0.486 -2.535 1.463
H 1.499 -1.013 1.373
H -0.084 -0.276 1.405
H 2.582 1.925 0.430
H -0.913 3.719 -0.669
H -1.261 1.203 -1.100

Atom charges from the Mulliken analysis, given in e for atoms 1 to 5: atom 1 (C): -1.06, atom 2 (C): -0.40, atom 3 (C): -0.46, atom 4 (O): -0.34, atom 5 (N): 0.20